{"formula": "C4H11N3", "method": "the ωB97M-V functional and the def2-TZVPD basis", "elements": ["N", "N", "N", "C", "C", "C", "C", "H", "H", "H", "H", "H", "H", "H", "H", "H", "H", "H"], "positions_angstrom": [[1.313, -0.984, 2.511], [-1.021, 0.229, -1.237], [0.196, -0.376, 0.666], [1.165, 1.013, -1.150], [0.121, 0.278, -0.536], [1.290, -0.435, 1.352], [-2.349, -0.116, -0.900], [-2.393, -1.062, -0.347], [2.141, 1.343, -0.545], [-3.064, 0.574, -0.410], [0.765, 1.974, -1.636], [-0.537, -0.877, 1.077], [-0.864, 0.772, -2.092], [2.078, -1.099, 3.168], [2.087, 0.154, 1.075], [0.494, -1.470, 2.928], [1.508, 0.368, -2.041], [-2.930, -0.286, -1.883]], "atomic_forces_ev_per_a": [[-1.16, -1.61, 1.43], [3.21, 1.93, 0.88], [-0.35, 0.64, -1.85], [4.17, 2.10, -1.82], [-4.41, -0.89, -0.56], [0.86, -0.02, 3.03], [-3.42, -1.95, -1.30], [0.07, 0.12, -0.18], [-2.37, -0.95, -1.25], [1.33, 0.49, 0.17], [0.53, -1.33, 0.86], [-2.05, -0.74, -0.01], [-0.71, -0.32, 0.13], [0.74, 0.57, -0.55], [2.06, 0.75, -0.85], [0.42, 0.41, -0.69], [-0.09, 0.90, 1.19], [1.16, -0.10, 1.38]], "lowdin_charge": [0.283, 0.081, 0.205, 0.021, -0.232, -0.066, -0.028, 0.103, 0.163, 0.129, 0.156, 0.168, 0.180, 0.179, 0.144, 0.188, 0.171, 0.154], "total_energy_ha": -322.6048, "total_charge": 2, "mol_weight_g_mol": 101.2, "smiles": "C/[NH+]=C(C)\\[NH+]=C\\N", "e_lumo_ev": -9.53}



{"formula": "C4H11N3", "method": "the ωB97M-V functional and the def2-TZVPD basis", "elements": ["N", "N", "N", "C", "C", "C", "C", "H", "H", "H", "H", "H", "H", "H", "H", "H", "H", "H"], "positions_angstrom": [[-1.291, -0.217, -0.955], [0.924, 0.764, 0.176], [0.766, -0.715, 0.096], [1.566, 0.960, 1.482], [-1.393, 0.893, -1.521], [-1.682, -1.179, -0.021], [-0.369, -1.251, -0.753], [1.636, -1.191, -0.216], [-2.378, 1.591, -1.389], [-1.724, -0.831, 0.923], [2.565, 0.894, 1.485], [1.609, 1.199, -0.498], [1.303, 2.020, 1.719], [-0.114, -1.920, -1.451], [-2.474, -1.904, -0.100], [1.172, 0.386, 2.354], [-0.757, 1.274, -2.413], [0.640, -0.775, 1.081]], "atomic_forces_ev_per_a": [[-0.46, 0.14, -1.77], [0.59, 0.02, -0.25], [1.55, 0.55, -2.49], [-3.70, 2.66, 1.54], [-2.84, 3.66, -2.53], [-0.30, -1.62, -1.14], [-0.26, 2.84, 4.21], [-0.25, 0.10, 0.55], [2.37, -1.93, 0.16], [0.49, 1.23, 3.39], [3.81, -0.54, -0.22], [-0.91, -1.31, 0.13], [0.37, -0.70, 0.08], [0.85, -2.41, -2.65], [-0.35, -0.11, -1.23], [-0.20, 0.08, -0.87], [-0.36, -0.98, 1.96], [-0.39, -1.68, 1.15]], "lowdin_charge": [-0.045, -0.016, 0.132, -0.049, 0.233, 0.095, -0.034, 0.220, 0.208, 0.118, 0.059, 0.179, 0.137, 0.150, 0.172, 0.130, 0.177, 0.135], "total_energy_ha": -322.4269, "total_charge": 2, "mol_weight_g_mol": 101.2, "smiles": "C=[N+]1C[C@@H]1[NH2+]NC", "e_lumo_ev": -9.39}



{"formula": "C4H11N3O", "method": "the ωB97M-V functional and the def2-TZVPD basis", "elements": ["O", "N", "N", "N", "C", "C", "C", "C", "H", "H", "H", "H", "H", "H", "H", "H", "H", "H", "H"], "positions_angstrom": [[-0.171, -1.801, -0.333], [1.527, -0.373, 0.024], [1.933, 0.936, 0.309], [-2.077, 0.000, 0.402], [-3.124, 0.878, -0.066], [2.544, -1.386, -0.154], [0.208, -0.677, -0.071], [-0.742, 0.487, 0.133], [2.489, 0.952, 1.164], [-0.396, 1.110, 0.962], [-4.089, 0.423, 0.150], [2.037, -2.326, -0.358], [-3.071, 1.097, -1.144], [-2.168, -0.925, -0.014], [3.195, -1.132, -0.996], [-0.690, 1.100, -0.786], [2.508, 1.299, -0.451], [3.148, -1.485, 0.752], [-3.059, 1.823, 0.477]], "atomic_forces_ev_per_a": [[-0.21, -0.23, -0.03], [0.68, 0.04, 0.07], [0.11, 0.09, -0.02], [0.14, -0.55, -0.23], [0.04, 0.10, 0.04], [-0.10, -0.08, -0.05], [-0.12, 0.46, 0.09], [-0.30, 0.05, 0.20], [-0.12, -0.07, -0.17], [0.01, 0.01, -0.23], [-0.07, 0.07, -0.01], [0.10, 0.00, 0.00], [0.00, 0.02, 0.05], [0.05, 0.15, 0.10], [0.00, -0.01, 0.04], [0.04, 0.01, 0.10], [-0.12, -0.14, 0.13], [0.00, 0.01, -0.03], [-0.13, 0.06, -0.05]], "lowdin_charge": [0.055, -0.198, 0.064, -0.128, -0.148, -0.034, -0.444, -0.174, 0.097, 0.112, 0.075, 0.082, 0.076, 0.095, 0.086, 0.126, 0.096, 0.087, 0.076], "total_energy_ha": -398.4892, "total_charge": 0, "mol_weight_g_mol": 117.2, "smiles": "CNCC(=O)N(C)N", "e_lumo_ev": 0.76}



{"formula": "C4H11N3O", "method": "the ωB97M-V functional and the def2-TZVPD basis", "elements": ["O", "N", "N", "N", "C", "C", "C", "C", "H", "H", "H", "H", "H", "H", "H", "H", "H", "H", "H"], "positions_angstrom": [[2.247, -0.283, 1.489], [2.543, -0.775, -1.101], [0.069, 0.157, 1.406], [-1.613, 1.763, -0.544], [-1.811, 0.339, -0.286], [-1.287, -0.243, 1.013], [1.182, -0.790, -0.594], [1.221, -0.323, 0.831], [0.739, -1.784, -0.781], [-1.474, -0.310, -1.107], [3.242, -0.300, -0.534], [-1.276, 1.965, -1.467], [0.507, -0.207, -1.220], [-1.935, 0.077, 1.828], [2.671, -0.576, -2.084], [0.199, 0.382, 2.375], [-1.355, -1.328, 0.915], [-0.978, 2.101, 0.185], [-2.892, 0.136, -0.323]], "atomic_forces_ev_per_a": [[0.07, -0.06, -0.57], [0.69, -0.26, -0.29], [-0.46, -0.39, -0.82], [0.24, -0.39, 1.55], [-1.05, -0.53, -1.39], [0.26, 0.46, 0.23], [0.61, -0.13, -1.43], [-0.31, 0.34, 1.29], [0.17, -0.15, 0.91], [0.33, 0.39, -0.02], [-0.65, -0.17, -0.01], [0.34, 0.03, -0.10], [0.11, 0.75, 0.31], [0.00, -0.09, 0.06], [-0.32, 0.03, 0.26], [0.08, 0.00, 0.20], [-0.12, -0.08, 0.18], [-0.06, 0.24, -0.77], [0.06, -0.01, 0.41]], "lowdin_charge": [0.057, -0.003, 0.055, 0.008, -0.310, -0.184, -0.199, -0.467, 0.125, 0.089, 0.069, 0.058, 0.090, 0.120, 0.067, 0.133, 0.119, 0.067, 0.105], "total_energy_ha": -398.5076, "total_charge": 0, "mol_weight_g_mol": 117.2, "smiles": "NCCNC(=O)CN", "e_lumo_ev": 0.82}



{"formula": "C4H11N3O", "method": "the ωB97M-V functional and the def2-TZVPD basis", "elements": ["O", "N", "N", "N", "C", "C", "C", "C", "H", "H", "H", "H", "H", "H", "H", "H", "H", "H", "H"], "positions_angstrom": [[0.531, 1.443, 2.227], [0.177, 0.521, -0.511], [-0.220, 0.638, -1.883], [-2.153, 0.395, -0.020], [0.946, -1.868, -0.252], [-0.630, 0.910, 1.720], [1.362, -0.408, -0.184], [-0.863, 0.637, 0.414], [2.138, -0.204, -0.929], [-1.406, 0.914, 2.474], [0.228, -2.115, 0.536], [1.821, -2.516, -0.132], [1.077, 1.677, 1.454], [-0.952, 1.355, -1.938], [-2.107, -0.206, -0.841], [0.482, -2.103, -1.215], [-2.786, 0.099, 0.714], [0.554, 1.022, -2.427], [1.802, -0.189, 0.792]], "atomic_forces_ev_per_a": [[0.91, -0.05, -0.53], [1.76, 0.62, 1.28], [-0.15, -0.34, -0.69], [-0.53, -0.34, -1.30], [-0.01, -0.27, -0.04], [-0.41, 0.40, -0.60], [-1.60, 0.36, -1.20], [1.02, -0.34, 2.12], [-0.19, 0.10, 0.01], [-0.14, -0.20, -0.24], [0.11, 0.10, -0.03], [-0.11, 0.03, 0.03], [-0.17, 0.07, 0.42], [0.37, -0.29, 0.27], [-0.60, -0.19, 0.45], [0.11, 0.10, 0.08], [0.10, 0.00, -0.35], [-0.01, -0.06, 0.40], [-0.45, 0.30, -0.09]], "lowdin_charge": [-0.041, -0.176, 0.038, 0.087, -0.098, -0.174, -0.179, -0.413, 0.107, 0.108, 0.072, 0.072, 0.084, 0.087, 0.081, 0.068, 0.095, 0.081, 0.102], "total_energy_ha": -398.4330, "total_charge": 0, "mol_weight_g_mol": 117.2, "smiles": "CCN(N)/C(N)=C\\O", "e_lumo_ev": 0.95}



{"formula": "C4H11N3O", "method": "the ωB97M-V functional and the def2-TZVPD basis", "elements": ["O", "N", "N", "N", "C", "C", "C", "C", "H", "H", "H", "H", "H", "H", "H", "H", "H", "H", "H"], "positions_angstrom": [[-1.571, -3.004, -0.524], [0.838, 0.810, 1.883], [-1.270, -0.820, -0.024], [1.435, 2.440, 0.256], [1.652, 1.782, 1.320], [-1.015, -1.961, -0.774], [0.080, -1.805, -1.796], [0.070, 2.604, -0.212], [-0.692, 2.010, 0.307], [-2.098, -0.910, 0.548], [-0.212, 3.653, -0.124], [0.209, 0.357, 1.229], [2.597, 1.936, 1.839], [0.034, 2.356, -1.278], [-0.114, -0.965, -2.465], [1.026, -1.603, -1.294], [1.363, 0.101, 2.373], [0.165, -2.725, -2.365], [-1.171, 0.072, -0.487]], "atomic_forces_ev_per_a": [[0.01, -0.08, -0.11], [0.03, -0.09, 0.14], [-0.22, -0.05, -0.14], [-0.24, 1.14, 0.97], [0.12, -0.57, -0.79], [0.21, 0.18, 0.37], [-0.04, -0.06, -0.14], [0.21, -0.71, -0.63], [0.02, 0.07, 0.08], [0.02, 0.09, -0.01], [0.05, 0.04, 0.03], [-0.07, 0.09, 0.13], [0.09, -0.21, -0.12], [-0.13, 0.05, 0.02], [-0.04, -0.02, -0.03], [0.01, -0.01, 0.06], [-0.04, 0.16, 0.24], [0.00, 0.02, -0.05], [0.00, -0.04, -0.04]], "lowdin_charge": [0.063, 0.073, 0.126, -0.040, -0.310, -0.581, -0.007, -0.161, 0.046, 0.111, 0.074, 0.030, 0.109, 0.069, 0.080, 0.085, 0.081, 0.083, 0.069], "total_energy_ha": -398.5163, "total_charge": 0, "mol_weight_g_mol": 117.2, "smiles": "C/N=C\\N.CC(N)=O", "e_lumo_ev": 0.65}



Energy above the lowest of the compared OMol25 structures with the same formula, charge and spin? In order: 13.8; 125.4; 40.8; 29.2; 76.0; 23.8 kcal/mol.